Record 1
The following is a quantum chemistry calculation of a 2-piece molecular cluster, C6H17N2 overall, from OMol25.

Each line ends with the Löwdin charge.
Atoms and positions in Å:
N 0.72170 0.11234 -0.01481  0.28
C 2.10729 0.46805 -0.14650  -0.47
C 2.90999 -0.28578 -1.27134  -0.01
C 2.72803 0.33754 1.24118  -0.02
N -1.57338 0.77338 1.49506  0.09
C -2.05547 0.72316 0.08399  -0.24
C -2.82615 -0.61426 -0.11179  -0.22
C -2.18316 -1.43757 -1.25365  -0.09
H -0.55299 0.51705 1.45125  0.06
H 0.93586 -0.91311 -0.02111  0.12
H -1.53002 1.76697 1.75668  0.10
H 2.11852 1.53514 -0.37594  0.14
H 2.95946 -1.35274 -1.05327  0.09
H 2.49837 -0.11386 -2.25448  0.08
H 3.98244 -0.03281 -1.31358  0.11
H 2.13192 0.96602 1.96234  0.10
H 3.64596 0.96351 1.42748  0.13
H 2.78902 -0.72682 1.52042  0.10
H -2.77934 1.52779 0.01926  0.12
H -1.13237 0.82334 -0.53097  0.10
H -3.86940 -0.26047 -0.47462  0.14
H -3.07890 -1.11917 0.84772  0.12
H -2.38038 -2.51593 -1.08460  0.09
H -2.57392 -1.19906 -2.23340  0.08
H -1.14811 -1.11901 -1.18158  0.02

Computed properties:
- HOMO-LUMO gap (eV) = 5.45
- M (Da) = 117.22
- maximum force (eV/A) = 3.5
- spin multiplicity = 1
- charge = +1

***

Record 2
The following is a quantum chemistry calculation of a 9-piece molecular cluster, C35H55NO24 overall, from OMol25.

Each line ends with the Löwdin charge.
Atoms and positions in Å:
C 4.23037 -2.58879 -0.21993  0.02
C 3.56414 -3.97184 -0.03455  -0.26
C 2.28461 -4.25202 -0.91631  -0.05
O 2.84293 -5.29742 -1.71899  0.08
C 3.99922 -5.71869 -1.31700  -0.58
O 4.72135 -6.58840 -1.91790  0.06
O 4.45645 -4.98509 -0.36822  0.12
H 5.00168 -2.43518 0.47446  0.08
H 3.52131 -1.82025 -0.01262  0.04
H 4.49997 -2.31747 -1.18264  0.07
H 3.26966 -4.23699 1.00199  0.14
H 1.96461 -3.37936 -1.49417  0.10
H 1.44527 -4.57586 -0.28793  0.12
C 2.21961 2.58765 -2.24193  -0.01
C 3.57108 1.89137 -2.32287  -0.34
C 4.74133 2.81162 -2.00531  -0.05
O 5.01010 2.44560 -0.63875  0.10
C 4.50479 1.25829 -0.43912  -0.63
O 4.87707 0.57713 0.49038  0.16
O 3.67530 0.91841 -1.37407  0.12
H 2.15548 3.08283 -1.21330  0.12
H 1.32931 2.00945 -2.33219  0.07
H 2.06631 3.31545 -2.97361  0.06
H 3.65203 1.52715 -3.35952  0.15
H 4.63144 3.87737 -2.23969  0.15
H 5.64479 2.48114 -2.52301  0.14
C -2.20890 0.69733 -0.48177  0.00
C -3.12780 0.72527 0.74613  -0.26
C -3.73522 -0.62584 1.14034  -0.06
O -3.11535 -0.89410 2.42095  0.09
C -2.44390 0.21445 2.81101  -0.58
O -1.89380 0.41742 3.90812  0.12
O -2.41286 1.10335 1.92438  0.10
H -2.64360 0.50582 -1.46368  0.10
H -1.47736 -0.08139 -0.36970  0.06
H -1.69350 1.61187 -0.58217  0.05
H -3.85733 1.47286 0.52298  0.13
H -3.73773 -1.45646 0.38107  0.13
H -4.78686 -0.44715 1.33021  0.12
C 0.44272 -5.45302 3.29995  0.00
C 1.10719 -4.08431 3.39594  -0.31
C 0.68736 -3.12607 2.33631  -0.13
O -0.05520 -2.15198 2.98493  0.10
C 0.09696 -2.31234 4.28113  -0.59
O -0.36561 -1.57009 5.17424  0.12
O 0.74984 -3.36579 4.53405  0.15
H 0.32666 -5.97266 2.34998  0.09
H -0.62754 -5.36650 3.58496  0.11
H 0.86695 -6.10421 4.03327  0.07
H 2.18474 -4.22291 3.29802  0.15
H 0.11916 -3.49562 1.54012  0.10
H 1.63654 -2.61175 1.89811  0.15
C -2.13739 7.37956 -1.64065  -0.02
C -2.48470 5.95644 -1.63885  -0.39
C -1.27345 5.09475 -1.80851  -0.09
O -1.34544 4.25065 -0.67749  0.06
C -2.44172 4.57389 0.04918  -0.50
O -2.77404 4.01900 1.13173  0.10
O -3.01192 5.63731 -0.40632  0.15
H -1.85709 7.57989 -2.69716  0.12
H -1.36067 7.59750 -0.93483  0.09
H -3.09330 7.87923 -1.36606  0.11
H -3.14548 5.76803 -2.45684  0.15
H -0.40563 5.75781 -1.67724  0.14
H -1.17743 4.55972 -2.72781  0.13
C -4.88288 4.99136 4.32761  -0.04
C -4.40620 3.57204 4.18918  -0.33
C -2.94335 3.38933 4.59507  -0.05
O -3.08420 2.27403 5.49734  0.08
C -4.32923 2.12098 5.85412  -0.67
O -4.64379 1.26471 6.64833  0.14
O -5.09067 2.85690 5.16861  0.13
H -4.74743 5.34545 5.38233  0.11
H -5.88305 5.21197 3.83053  0.11
H -4.17125 5.63339 3.82517  0.07
H -4.63716 3.24896 3.13729  0.16
H -2.48542 4.25698 4.94683  0.11
H -2.36387 2.95100 3.77927  0.11
C 0.58468 2.86277 1.76193  0.01
C 1.51520 1.78682 1.20309  -0.38
C 1.80080 0.68806 2.26856  -0.03
O 1.88371 -0.39527 1.36254  0.06
C 1.26187 -0.15831 0.24898  -0.55
O 0.96076 -1.05326 -0.51726  0.12
O 0.92361 1.15877 0.19477  0.08
H 0.55100 3.74563 1.19603  0.05
H 1.06580 3.05108 2.78034  0.12
H -0.48059 2.58088 1.91692  0.08
H 2.48738 2.19961 0.87850  0.14
H 1.10845 0.57327 3.09181  0.14
H 2.77722 0.93363 2.67118  0.14
C 1.38799 -0.43470 -4.01333  -0.04
O 1.12668 -1.53600 -4.87184  0.01
C 1.72619 -2.71023 -4.70914  -0.38
O 2.83721 -2.92057 -3.74520  -0.10
O 1.24707 -3.59820 -5.52510  0.02
C 1.87266 -4.85074 -5.57292  -0.02
H 1.19490 0.48510 -4.55162  0.09
H 2.42406 -0.28846 -3.74601  0.08
H 0.82944 -0.45390 -3.08193  0.08
H 2.15603 -5.12336 -4.58813  0.08
H 2.81268 -4.77580 -6.17439  0.13
H 1.27914 -5.61632 -5.92663  0.08
C -1.72570 -2.86963 -1.14480  -0.09
C -1.05567 -3.08601 -2.48951  -0.24
C -1.91056 -3.23464 -3.74785  -0.17
C -2.80320 -4.35999 -3.75761  -0.24
N -3.48465 -5.24291 -3.81497  0.16
H -2.33894 -3.70188 -0.80491  0.08
H -2.35886 -2.00031 -1.13604  0.03
H -0.95357 -2.77326 -0.31097  0.08
H -0.58840 -4.06560 -2.39031  0.11
H -0.26471 -2.34550 -2.58336  0.08
H -1.22196 -3.38321 -4.58520  0.11
H -2.36669 -2.28071 -3.94852  0.12

Computed properties:
- HOMO-LUMO gap (eV) = 9.23
- M (Da) = 873.81
- maximum force (eV/A) = 9.1
- spin multiplicity = 1

***

Record 3
The following is a quantum chemistry calculation of C2H2I2NO as an isolated structure, from OMol25.

Each line ends with the Löwdin charge.
Atoms and positions in Å:
C 0.40677 -0.03166 -0.67521  -0.39
C -0.59093 -0.27823 0.36864  -0.73
N -0.19268 1.00684 -0.20499  -0.30
O -0.15519 2.19826 0.24547  -0.13
I 2.70310 -1.04777 0.31791  -0.14
I -2.66308 -0.93972 0.29279  0.59
H 0.61857 -0.33525 -1.68213  0.07
H -0.12657 -0.57248 1.33752  0.03

Computed properties:
- HOMO-LUMO gap (alpha / beta) (eV) = 6.54 / 6.54
- M (Da) = 309.85
- maximum force (eV/A) = 2.5
- spin multiplicity = 1
- charge = -1

***

- The lowest M belongs to which entry?
  C6H17N2

***

- The lowest maximum force belongs to which entry?
  C2H2I2NO

***

- Number 2 is which compound?
  C35H55NO24

***

- Which of these has the lowest M?
  C6H17N2